## 1
DFT (ωB97M-V/def2-TZVPD) results for C4H7N2P in the gas phase.

Last column: natural (NBO) charge in e.
Cartesian coordinates (Å):
H: -2.660 -1.209 -1.421  -0.10
P: -2.499 -0.647 -0.195  0.83
N: -1.085 -1.244 -0.030  -0.87
C: -0.129 -0.797 0.989  -0.23
C: 0.536 0.471 0.390  -0.36
C: 1.372 0.306 -0.785  -0.60
C: -0.456 1.483 0.153  0.29
N: -1.127 2.374 0.006  -0.32
H: -0.667 -0.703 1.914  0.20
H: 0.638 -1.618 1.193  0.21
H: 1.208 0.941 1.137  0.25
H: 0.774 0.088 -1.763  0.23
H: 1.993 -0.585 -0.686  0.22
H: 2.101 1.139 -0.904  0.23

## Properties
SMILES: [H]/P=N/C[C@@H](C)C#N
HOMO-LUMO gap: 8.71 eV
E_HOMO: -8.92 eV
LUMO: -0.21 eV

---

## 2
DFT (ωB97M-V/def2-TZVPD) results for C4H7N2P in the gas phase.

Last column: natural (NBO) charge in e.
Cartesian coordinates (Å):
C: 0.307 2.164 0.168  -0.72
C: -0.749 1.183 0.043  -0.36
P: -2.273 0.695 -0.117  0.60
C: -2.062 -1.176 -0.089  -0.30
N: -0.918 -1.663 0.094  -0.12
N: 0.136 -1.045 0.373  -0.19
C: 1.420 -1.359 -0.151  -0.43
H: -0.019 3.132 -0.219  0.24
H: 1.198 1.858 -0.385  0.22
H: 0.593 2.280 1.216  0.24
H: -2.941 -1.795 -0.072  0.22
H: 1.821 -0.477 -0.662  0.20
H: 2.096 -1.616 0.668  0.20
H: 1.393 -2.180 -0.868  0.20

## Properties
SMILES: CC#P=C/N=N/C
HOMO-LUMO gap (spin up / spin down): 7.81 / 7.80 eV
E_HOMO (spin up / spin down): -7.76 / -7.76 eV
LUMO (spin up / spin down): 0.05 / 0.04 eV

---

## 3
DFT (ωB97M-V/def2-TZVPD) results for C4H7N2P in the gas phase.

Last column: natural (NBO) charge in e.
Cartesian coordinates (Å):
C: 0.471 -0.910 -1.127  -0.27
C: 0.528 -1.148 0.150  -0.02
C: -0.744 1.263 -0.712  0.03
C: 0.021 0.436 -1.708  -0.50
N: -0.930 1.137 0.562  -0.23
N: -0.182 0.373 1.322  -0.57
P: -0.857 -0.122 2.731  0.60
H: 0.570 -1.808 -1.781  0.23
H: 0.978 -1.846 0.863  0.22
H: -1.222 2.090 -1.143  0.18
H: 0.897 1.126 -1.886  0.24
H: -0.349 0.352 -2.702  0.24
H: 0.231 -0.804 3.189  -0.07
H: -1.478 -1.399 2.353  -0.08

## Properties
HOMO-LUMO gap: 8.75 eV
E_HOMO: -8.12 eV
LUMO: 0.63 eV

---

The data favor 1; the next most stable structure lies 233.6 kJ/mol above it.

---

## 1
DFT (ωB97M-V/def2-TZVPD) results for C42H33CsF3GeN4O3S2 as an isolated structure.

Last column: Löwdin spin population.
Cartesian coordinates (Å):
Cs: 0.862 -0.962 0.405  0.02
N: 4.246 3.549 0.018  0.00
C: 3.348 2.546 0.336  0.00
S: 3.562 1.054 -0.462  0.00
N: 2.457 2.966 1.225  0.00
N: 1.522 2.064 1.605  0.00
C: 0.671 2.496 2.473  0.00
C: 0.653 3.881 3.029  0.00
C: 0.551 4.064 4.408  0.00
C: 0.522 5.335 4.964  0.00
C: 0.584 6.452 4.144  0.00
C: 0.682 6.282 2.768  0.00
C: 0.724 5.011 2.217  0.00
C: -0.364 1.555 2.985  0.00
C: -1.635 2.031 3.320  0.00
C: -2.585 1.146 3.788  0.00
C: -2.253 -0.192 3.921  0.00
C: -0.973 -0.578 3.560  0.00
N: -0.042 0.264 3.111  0.00
H: 5.099 3.225 -0.402  0.00
H: 4.308 4.287 0.701  0.00
H: 0.492 3.192 5.049  0.00
H: 0.447 5.450 6.039  0.00
H: 0.557 7.447 4.571  0.00
H: 0.731 7.147 2.118  0.00
H: 0.822 4.883 1.148  0.00
H: -1.874 3.076 3.176  0.00
H: -3.586 1.490 4.017  0.00
H: -2.973 -0.929 4.247  0.00
H: -0.679 -1.622 3.617  0.00
C: -0.258 2.113 -5.644  0.00
C: 0.033 2.482 -4.313  0.00
C: -0.158 1.586 -3.298  0.01
C: -0.655 0.281 -3.543  0.04
C: -0.899 -0.627 -2.463  0.35
C: -1.348 -1.888 -2.781  0.05
C: -1.593 -2.272 -4.124  0.01
C: -1.409 -1.394 -5.150  0.01
C: -0.922 -0.091 -4.887  0.01
C: -0.718 0.855 -5.921  0.00
H: -0.110 2.828 -6.446  0.00
H: 0.413 3.474 -4.099  0.00
H: 0.068 1.852 -2.271  0.00
H: -1.537 -2.616 -1.998  0.00
H: -1.957 -3.273 -4.333  0.00
H: -1.632 -1.677 -6.174  0.00
H: -0.941 0.565 -6.944  0.00
C: -3.561 5.217 0.158  0.00
C: -2.292 4.708 0.394  0.00
C: -1.993 3.393 0.053  0.01
C: -2.948 2.553 -0.523  0.09
C: -4.215 3.093 -0.764  0.01
C: -4.524 4.405 -0.426  0.00
Ge: -2.515 0.632 -0.960  0.26
C: -3.784 0.383 -2.487  0.01
C: -4.647 -0.711 -2.560  0.00
C: -5.479 -0.910 -3.655  0.00
C: -5.469 -0.011 -4.712  0.00
C: -4.619 1.086 -4.661  0.00
C: -3.790 1.274 -3.563  0.00
C: -3.528 -0.339 0.472  0.05
C: -4.552 0.238 1.226  0.01
C: -5.260 -0.499 2.167  0.00
C: -4.950 -1.837 2.386  0.01
C: -3.925 -2.426 1.659  0.00
C: -3.228 -1.681 0.714  0.01
H: -3.797 6.242 0.422  0.00
H: -1.535 5.334 0.850  0.00
H: -0.993 3.009 0.242  0.01
H: -4.975 2.474 -1.228  0.00
H: -5.518 4.794 -0.621  0.00
H: -4.666 -1.429 -1.747  0.00
H: -6.132 -1.776 -3.684  0.00
H: -6.112 -0.167 -5.571  0.00
H: -4.588 1.789 -5.486  0.00
H: -3.119 2.128 -3.554  0.00
H: -4.809 1.282 1.078  0.00
H: -6.057 -0.027 2.734  0.00
H: -5.501 -2.413 3.123  0.00
H: -3.653 -3.463 1.821  0.00
H: -2.432 -2.169 0.165  0.00
F: 1.392 -4.827 -1.458  0.00
C: 0.673 -5.569 -0.606  0.00
F: 1.469 -6.561 -0.166  0.00
F: -0.323 -6.137 -1.303  0.00
S: 0.028 -4.553 0.789  0.00
O: -0.700 -5.510 1.588  0.00
O: -0.781 -3.561 0.106  0.00
O: 1.237 -4.016 1.382  0.00

## Properties
HOMO-LUMO gap (spin up / spin down): 4.43 / 6.39 eV
Charge: -2
2S+1: 2
E_HOMO (spin up / spin down): -0.64 / -2.61 eV
LUMO (spin up / spin down): 3.79 / 3.78 eV

---

## 2
DFT (ωB97M-V/def2-TZVPD) results for C42H33CsF3GeN4O3S2 as an isolated structure.

Last column: Löwdin spin population.
Cartesian coordinates (Å):
Cs: -0.496 -0.698 -0.020  0.03
N: 4.689 -3.292 -0.338  0.00
C: 4.032 -2.172 0.195  0.00
S: 3.595 -2.263 1.867  0.00
N: 3.889 -1.194 -0.645  0.00
N: 3.149 -0.102 -0.173  0.00
C: 3.771 1.011 -0.135  0.00
C: 5.237 1.174 -0.364  0.00
C: 5.714 2.095 -1.290  0.00
C: 7.077 2.250 -1.500  0.00
C: 7.978 1.484 -0.774  0.00
C: 7.508 0.566 0.157  0.00
C: 6.146 0.407 0.363  0.00
C: 2.965 2.239 0.160  0.00
C: 3.557 3.353 0.750  0.00
C: 2.781 4.474 1.004  0.00
C: 1.443 4.452 0.656  0.00
C: 0.941 3.294 0.073  0.00
N: 1.671 2.214 -0.173  0.00
H: 4.483 -4.124 0.193  0.00
H: 4.531 -3.387 -1.332  0.00
H: 5.008 2.695 -1.853  0.00
H: 7.433 2.968 -2.229  0.00
H: 9.044 1.601 -0.933  0.00
H: 8.204 -0.040 0.724  0.00
H: 5.772 -0.312 1.083  0.00
H: 4.605 3.329 1.016  0.00
H: 3.221 5.345 1.473  0.00
H: 0.780 5.288 0.841  0.00
H: -0.108 3.228 -0.189  0.00
C: -2.837 1.789 6.059  0.00
C: -3.261 1.492 4.742  -0.01
C: -2.453 0.785 3.900  0.02
C: -1.181 0.353 4.344  0.11
C: -0.256 -0.368 3.582  0.68
C: 0.965 -0.809 3.916  0.09
C: 1.359 -0.505 5.257  0.04
C: 0.532 0.186 6.092  -0.03
C: -0.747 0.639 5.667  0.03
C: -1.618 1.374 6.511  0.00
H: -3.493 2.352 6.712  0.00
H: -4.228 1.826 4.389  0.00
H: -2.772 0.562 2.890  0.00
H: 1.637 -1.308 3.227  0.01
H: 2.341 -0.824 5.589  0.01
H: 0.845 0.412 7.106  0.00
H: -1.297 1.600 7.522  0.00
C: -2.228 6.467 1.817  0.00
C: -2.765 6.295 0.548  0.00
C: -2.915 5.020 0.014  0.00
C: -2.517 3.876 0.709  0.00
C: -1.963 4.082 1.978  0.00
C: -1.833 5.346 2.537  0.00
Ge: -2.655 1.969 0.045  0.00
C: -3.393 2.370 -1.793  0.00
C: -4.719 2.201 -2.191  0.00
C: -5.136 2.479 -3.487  0.00
C: -4.234 2.949 -4.430  0.00
C: -2.906 3.126 -4.061  0.00
C: -2.501 2.831 -2.767  0.00
C: -4.414 1.535 0.961  0.00
C: -5.172 2.445 1.703  0.00
C: -6.349 2.074 2.343  0.00
C: -6.814 0.769 2.250  0.00
C: -6.085 -0.154 1.511  0.00
C: -4.904 0.225 0.886  0.00
H: -2.115 7.460 2.236  0.00
H: -3.079 7.158 -0.030  0.00
H: -3.355 4.915 -0.973  0.00
H: -1.619 3.226 2.552  0.00
H: -1.408 5.453 3.529  0.00
H: -5.450 1.841 -1.474  0.00
H: -6.175 2.322 -3.761  0.00
H: -4.556 3.160 -5.443  0.00
H: -2.181 3.478 -4.787  0.00
H: -1.452 2.958 -2.512  0.00
H: -4.841 3.476 1.783  0.00
H: -6.907 2.811 2.912  0.00
H: -7.731 0.475 2.748  0.00
H: -6.431 -1.177 1.423  0.00
H: -4.348 -0.525 0.332  0.00
F: -1.320 -4.775 -0.771  0.00
C: -2.421 -4.446 -1.459  0.00
F: -3.473 -4.915 -0.773  0.00
F: -2.379 -5.108 -2.623  0.00
S: -2.535 -2.627 -1.719  0.00
O: -3.767 -2.456 -2.440  0.00
O: -1.308 -2.312 -2.427  0.00
O: -2.533 -2.115 -0.351  0.00

## Properties
HOMO-LUMO gap (spin up / spin down): 5.93 / 5.86 eV
Charge: -2
2S+1: 2
E_HOMO (spin up / spin down): -2.04 / -2.04 eV
LUMO (spin up / spin down): 3.89 / 3.82 eV

---

The data favor 1; the next most stable structure lies 131.5 kJ/mol above it.

---

## 1
DFT (ωB97M-V/def2-TZVPD) results for a 2-piece molecular cluster, C4H11N2O2 overall.

Last column: natural (NBO) charge in e.
Cartesian coordinates (Å):
O: 2.913 0.943 -2.308  -0.44
C: 2.021 0.278 -1.882  0.42
C: 2.218 -0.896 -0.947  -0.33
N: 1.274 -0.814 0.200  -0.84
H: 0.964 0.485 -2.162  0.08
H: 2.007 -1.817 -1.489  0.23
H: 3.255 -0.918 -0.620  0.23
H: 1.147 -1.741 0.595  0.40
H: 1.704 -0.266 0.940  0.39
O: -2.912 -0.745 1.671  -0.49
C: -2.525 0.368 1.885  0.43
C: -1.633 1.080 0.888  -0.35
N: -1.256 0.114 -0.168  -0.74
H: -2.826 0.946 2.770  0.16
H: -2.163 1.936 0.475  0.26
H: -0.747 1.456 1.406  0.24
H: -1.299 0.536 -1.098  0.43
H: -0.216 -0.281 -0.024  0.45
H: -1.927 -0.665 -0.131  0.45

## Properties
HOMO-LUMO gap: 10.41 eV
Charge: +1
E_HOMO: -13.74 eV
LUMO: -3.34 eV

---

## 2
DFT (ωB97M-V/def2-TZVPD) results for a 2-piece molecular cluster, C4H11N2O2 overall.

Last column: natural (NBO) charge in e.
Cartesian coordinates (Å):
O: -0.552 2.128 1.431  -0.49
C: -1.424 1.430 1.877  0.43
C: -2.106 0.321 1.083  -0.34
N: -1.665 0.422 -0.365  -0.71
H: -1.801 1.549 2.886  0.15
H: -1.873 -0.684 1.447  0.27
H: -3.198 0.413 1.190  0.25
H: -2.430 0.262 -1.005  0.43
H: -1.276 1.345 -0.590  0.45
H: -0.882 -0.315 -0.466  0.47
C: 2.751 -0.709 -0.287  -0.71
C: 1.378 -1.038 -0.895  0.72
N: 1.327 -1.174 -2.238  -0.77
O: 0.353 -1.246 -0.188  -0.71
H: 3.533 -0.685 -1.023  0.23
H: 2.907 -1.422 0.480  0.26
H: 2.773 0.256 0.211  0.26
H: 0.494 -1.488 -2.707  0.41
H: 2.121 -1.050 -2.814  0.41

## Properties
HOMO-LUMO gap: 11.42 eV
Charge: +1
E_HOMO: -14.48 eV
LUMO: -3.06 eV

---

## 3
DFT (ωB97M-V/def2-TZVPD) results for a 3-piece molecular cluster, C4H11N2O2 overall.

Last column: natural (NBO) charge in e.
Cartesian coordinates (Å):
C: -1.812 1.243 -0.630  -0.66
C: -0.336 1.116 -0.635  0.16
C: 0.534 1.957 -1.239  -0.06
N: 1.802 1.539 -0.881  -0.46
C: 1.704 0.441 -0.152  0.26
N: 0.421 0.223 0.084  -0.47
H: -2.180 1.924 -1.394  0.25
H: -2.166 1.729 0.284  0.25
H: -2.318 0.284 -0.730  0.25
H: 0.472 2.818 -1.882  0.25
H: 2.678 1.933 -1.181  0.45
H: 2.514 -0.140 0.253  0.25
H: 0.123 -0.671 0.484  0.49
H: 0.540 -2.612 1.760  0.50
H: 0.562 -3.223 0.257  0.51
O: 0.558 -2.444 0.816  -0.98
H: -1.763 -2.989 2.056  0.47
H: -2.729 -1.830 2.072  0.48
O: -2.018 -2.214 1.546  -0.95

## Properties
HOMO-LUMO gap: 11.06 eV
Charge: +1
E_HOMO: -13.70 eV
LUMO: -2.64 eV

---

The data favor 3; the next most stable structure lies 30.8 kJ/mol above it.